(1)
DFT (wB97M-V/def2-TZVPD) results for a structure of composition C30H50GeO2SeTc.

Last column: Löwdin charge in e.
Atoms and positions in Å:
H -3.777 1.871 3.344  0.08
Ge 4.795 0.577 -0.306  0.80
C -3.613 2.050 -2.659  -0.04
H 2.212 -2.274 -1.212  0.02
C 0.570 -4.802 0.988  -0.01
H 0.348 2.212 -2.654  0.05
C 2.901 0.203 0.406  -0.50
C 0.695 -2.437 1.615  -0.32
H 4.169 2.970 -0.881  0.04
H -3.034 2.930 -2.962  0.07
C -3.846 0.796 3.361  0.00
H -3.648 -1.842 2.421  0.10
C 1.466 -5.050 1.974  -0.05
H -2.719 -1.786 3.916  0.12
C -2.925 0.231 0.268  0.00
Se 1.601 0.164 -1.066  0.97
H -3.549 -0.595 0.158  0.11
H -0.073 -4.903 -1.688  0.11
C -1.331 1.651 1.097  -0.07
H -1.524 -5.057 -0.818  0.10
H 2.851 -1.343 -2.620  0.05
H 0.348 3.927 -2.533  0.09
H -1.534 -3.999 -2.180  0.10
O 0.347 -1.163 1.526  -0.26
H -1.557 -0.069 4.755  0.10
H 4.266 2.090 -2.405  0.01
H 1.832 -2.034 3.328  0.13
H 4.828 -1.860 -1.195  0.01
C 1.991 -4.060 2.774  -0.01
H 0.426 3.796 0.977  0.10
H -1.125 3.275 -3.012  0.07
H 5.282 1.826 1.860  0.01
H 0.259 -5.629 0.392  0.12
C 1.545 -2.787 2.635  -0.01
H 6.829 1.248 1.195  0.02
C 5.791 1.017 1.362  -0.20
C -0.694 3.186 -0.827  -0.49
H 1.736 -6.101 2.079  0.13
H -0.444 -0.183 3.392  0.08
C -2.517 0.085 2.855  -0.53
C -2.877 0.767 -2.239  -0.50
Tc -0.643 -0.246 0.051  1.52
H 2.778 -0.764 0.899  0.00
C -0.581 -3.183 -0.489  -0.28
H 1.093 4.390 -0.461  0.08
H -1.259 -0.477 -3.182  0.07
H -4.064 0.511 4.398  0.10
C -2.342 0.996 -0.818  -0.19
H -4.135 -0.587 -3.349  0.08
C 5.556 -1.035 -1.118  -0.21
H -1.092 1.428 3.911  0.11
H 5.993 -0.786 -2.068  0.02
H -4.719 0.482 2.746  0.10
C 4.683 2.148 -1.428  -0.22
C 0.196 -3.466 0.716  -0.08
C -1.345 1.915 -0.300  -0.21
H 6.404 -1.410 -0.450  0.06
C -1.349 0.345 3.762  -0.06
H -2.654 4.000 -0.985  0.07
H -1.382 5.235 -1.141  0.12
H -1.093 1.208 -3.545  0.04
O -0.871 -2.005 -0.896  -0.16
C -0.931 -4.351 -1.354  0.03
H 1.177 -1.718 -2.595  0.01
C 0.612 3.534 -0.079  -0.05
C -2.309 0.685 1.478  -0.20
H -4.822 -0.022 -1.821  0.10
H -3.595 -1.339 -1.782  0.09
C -1.701 4.325 -0.602  0.00
C 2.011 -1.558 -1.958  -0.26
H 1.353 2.735 -0.001  0.04
H -4.400 1.775 -3.481  0.14
H -0.644 2.069 1.797  0.12
H 5.801 0.158 2.054  0.03
C -3.921 -0.400 -2.317  -0.04
H -1.908 -1.998 2.382  0.05
H -4.237 2.375 -1.792  0.10
C -0.290 3.071 -2.351  -0.04
H 2.725 -4.234 3.555  0.14
C -1.807 0.447 -3.334  -0.03
H -2.360 0.249 -4.251  0.10
C -2.701 -1.452 2.841  -0.03
H -1.773 4.603 0.431  0.09
H 5.685 2.507 -1.630  0.03
H 2.562 0.939 1.135  0.03

Results
calculated total energy: -5882.17875 a.u.
relative energy (zero: lowest compared OMol25 entry of this formula, charge and spin): 0.0 kcal per mole
<S²>: 3.787
multiplicity: 4
net charge: +2

***

(2)
DFT (wB97M-V/def2-TZVPD) results for a structure of composition C13H47MgNO15Pt2.

Last column: Löwdin charge in e.
Atoms and positions in Å:
H 5.452 -0.483 0.447  0.12
O 0.587 -1.074 -4.980  -0.03
C 4.686 -1.072 0.949  0.01
C -5.228 -1.919 0.691  -0.31
H -4.501 0.215 -2.825  0.02
H -5.297 1.385 -1.034  0.02
H 3.601 0.792 -0.245  0.10
H -0.354 -2.526 -3.256  0.02
H 1.266 -2.731 4.550  0.10
H 1.313 -1.587 -4.609  0.06
H -6.171 0.004 1.073  0.11
H 1.108 2.058 -1.756  -0.01
H -6.182 -2.313 0.331  0.13
H -2.657 1.198 -2.357  0.11
H 4.923 -2.508 3.498  0.08
H 4.286 -1.831 0.275  0.10
H -0.843 3.076 2.724  0.02
Pt -4.032 2.348 1.406  1.19
H 1.017 -1.516 1.780  0.13
H -6.120 -0.910 2.478  0.12
C -1.752 0.757 -1.926  -0.31
C 2.963 -1.426 3.869  -0.44
H 3.541 -3.469 3.208  0.10
O -4.569 -1.679 -0.512  -0.36
C 3.589 -0.249 1.644  -0.43
O -3.744 -1.731 -3.899  -0.03
H 2.382 2.069 -2.583  0.04
C 1.683 -1.735 4.699  -0.01
O -1.907 -0.630 -1.941  -0.36
C -5.489 -0.648 1.626  -0.25
H -4.097 -1.089 -4.520  0.05
H -0.234 2.800 1.359  0.00
H -5.714 2.863 -0.921  0.09
H -4.777 -2.729 1.274  0.10
H -3.143 -1.229 -3.337  -0.03
H -0.633 3.709 -3.208  0.04
C 4.672 0.452 3.787  -0.15
H 1.287 0.536 -4.913  0.00
H 0.828 1.803 -5.634  0.05
H -0.410 1.106 -0.361  0.09
H -2.595 0.590 -5.224  0.00
O -2.174 1.455 0.555  -0.50
Mg -2.556 -1.812 -0.515  1.07
H 2.066 -0.175 0.025  0.08
O -0.001 3.000 2.269  -0.04
H 2.277 1.371 0.706  0.08
O -5.158 2.197 -0.505  -0.12
H -0.112 -1.133 -4.324  0.02
H 5.527 -0.187 3.553  0.12
C 2.835 0.467 0.457  -0.02
O -5.298 0.264 -2.297  -0.03
O 1.417 1.500 -4.938  -0.07
H -5.230 -0.489 -1.685  0.02
O -4.383 0.168 1.983  -0.43
H 0.991 -0.917 4.498  0.08
O 0.483 -2.894 -2.956  -0.03
O 1.912 -1.895 1.802  0.09
H 0.377 -3.000 -2.008  0.03
N 2.587 -0.932 2.504  0.10
O -0.553 3.169 -3.998  -0.05
H -1.669 1.795 -5.286  0.00
H 3.264 1.623 2.545  0.12
H 3.880 -3.176 4.810  0.11
H 5.186 1.275 4.286  0.13
C 4.120 0.954 2.444  -0.11
H 4.843 1.461 1.807  0.14
C 3.641 -0.276 4.643  -0.12
H -0.999 2.545 -0.815  0.12
H 5.340 -1.690 1.568  0.08
H 0.389 2.973 -4.065  0.00
H 2.023 -1.689 5.732  0.10
H 2.851 0.418 4.935  0.13
Pt -2.022 0.077 2.377  0.73
H -1.025 0.983 -2.710  0.10
H 4.073 -0.663 5.565  0.14
C 3.905 -2.663 3.849  0.02
C -1.384 1.540 -0.628  -0.28
O -1.998 1.058 -5.810  -0.03
O 1.845 2.619 -2.004  -0.03

Results
calculated total energy: -2144.63677 a.u.
<S²>: 6.032
multiplicity: 5
net charge: +2

***

(3)
DFT (wB97M-V/def2-TZVPD) results for the molecule C4H8OS.

Last column: Löwdin charge in e.
Atoms and positions in Å:
H -1.619 -1.630 0.243  -0.14
H 0.699 0.947 1.862  0.08
S -2.453 -0.587 0.110  0.82
C 0.733 0.015 1.285  -0.07
H 0.085 -0.703 1.796  0.07
C 0.239 0.516 -0.091  -0.40
H 0.717 1.496 -0.317  0.14
H 0.308 -0.033 -2.223  0.09
H 1.821 -0.293 1.260  0.10
O -1.759 1.857 -0.213  0.04
C 0.619 -0.412 -1.235  -0.10
H 0.232 -1.448 -1.166  0.07
H 1.689 -0.510 -1.223  0.07
C -1.309 0.785 -0.089  -0.77

Results
calculated total energy: -630.62886 a.u.
relative energy (zero: lowest compared OMol25 entry of this formula, charge and spin): 3.8 kcal per mole
multiplicity: 1

***

(4)
DFT (wB97M-V/def2-TZVPD) results for a structure of composition C22H25F2N2O5W.

Last column: Löwdin charge in e.
Atoms and positions in Å:
C -1.160 4.187 2.288  0.09
C -0.464 3.211 2.965  -0.26
C -1.414 3.946 0.956  -0.20
O 1.225 -0.465 1.657  -0.19
C -1.823 1.669 -3.690  -0.02
H 1.729 -2.479 1.876  0.11
N -0.975 -1.871 1.685  -0.19
N -1.097 1.223 -1.479  -0.08
H -1.507 5.089 2.771  0.14
O -2.238 -3.656 -1.038  0.17
H -0.183 -2.924 3.359  0.15
C -0.920 -3.128 0.899  -0.06
H 1.926 -1.484 3.328  0.15
O -1.064 -1.730 -0.945  -0.20
C -0.111 -1.948 2.873  -0.14
C -0.991 2.792 0.302  -0.13
C -3.118 -0.857 1.006  -0.56
H 1.817 -1.674 -3.328  0.10
H 4.331 -1.862 -0.646  0.10
H 4.396 -0.285 -2.539  0.10
H -1.740 4.481 -1.820  0.12
W -0.371 -0.110 -0.005  1.90
C 1.299 -1.665 2.456  -0.16
H 0.934 0.181 -2.057  0.06
C -0.059 2.031 2.370  -0.04
H -1.290 -0.258 -2.907  0.12
C 2.608 -0.856 -1.460  -0.65
C -1.272 2.516 -1.109  -0.16
C -2.384 -1.637 2.086  -0.05
C 3.419 -1.390 -0.280  -0.05
H 0.122 -3.411 0.736  0.14
H -2.065 1.302 -4.676  0.12
F -2.127 4.872 0.298  0.09
H 2.863 -2.151 0.269  0.07
H 3.691 1.035 -1.597  0.09
C 1.283 -0.241 -1.101  -0.14
O -4.264 -1.021 0.728  0.17
H 0.471 1.317 2.984  0.10
C -1.656 3.440 -2.077  0.04
C -1.398 0.801 -2.723  -0.09
H 2.114 -0.181 1.398  0.10
H -1.439 -3.941 1.403  0.15
C 3.456 0.172 -2.222  -0.04
H 3.168 -2.584 -2.637  0.10
C 2.258 -2.031 -2.396  -0.03
H -2.218 3.739 -4.115  0.13
C -0.310 1.790 1.029  -0.19
C -1.525 -2.888 -0.475  -0.56
H -0.432 -1.181 3.575  0.13
H 3.733 -0.584 0.394  0.09
O -2.291 0.052 0.514  -0.19
H 2.936 0.527 -3.114  0.09
C -1.924 3.019 -3.363  0.00
F -0.183 3.400 4.258  0.10
H -2.907 -2.570 2.287  0.15
H -2.408 -1.015 2.979  0.14
H 1.547 -2.717 -1.929  0.08

Results
calculated total energy: -1605.61242 a.u.
relative energy (zero: lowest compared OMol25 entry of this formula, charge and spin): 9.0 kcal per mole
multiplicity: 1
net charge: +1

***

(5)
DFT (wB97M-V/def2-TZVPD) results for the molecule C4H5N3S.

Last column: Löwdin charge in e.
Atoms and positions in Å:
N 1.574 -0.472 -1.686  -0.02
N 0.450 0.113 -1.646  0.09
H 2.846 -1.566 -0.554  0.12
H -1.946 0.596 -1.022  0.17
N -0.102 -0.221 -0.426  -0.21
C -1.072 1.471 0.916  0.06
C -1.324 0.329 -0.043  -0.26
H -1.605 2.349 1.157  0.03
H 0.032 1.520 1.138  0.07
C 0.728 -0.990 0.306  -0.80
C 1.802 -1.192 -0.590  -0.12
H -1.808 -0.398 0.622  0.09
S 0.424 -1.539 1.830  0.78

Results
calculated total energy: -717.71702 a.u.
relative energy (zero: lowest compared OMol25 entry of this formula, charge and spin): 110.8 kcal per mole
multiplicity: 1

***

(6)
DFT (wB97M-V/def2-TZVPD) results for a cluster of 2 separate species, C3H3NS2 in total.

Last column: Löwdin charge in e.
Atoms and positions in Å:
S 1.889 1.560 -0.641  0.57
C 0.854 -1.193 -0.353  -0.36
H -1.625 1.123 -0.385  0.02
C 0.976 0.182 -0.004  -1.08
H -1.403 -0.744 -0.480  0.02
H -1.681 0.185 1.053  0.01
C -1.315 0.198 0.061  0.10
N 0.658 -2.277 -0.650  0.16
S 1.646 0.966 1.397  0.56

Results
calculated total energy: -967.10043 a.u.
relative energy (zero: lowest compared OMol25 entry of this formula, charge and spin): 72.5 kcal per mole
multiplicity: 1